A molecular structure, C22H27CeF4N5O, computed with ωB97M-V/def2-TZVPD.

XYZ file:
```
60
Properties=species:S:1:pos:R:3:mulliken_spin:R:1
H -1.75415 -2.06126 4.84469 0.00
H -3.98016 1.31896 0.31550 0.00
C 1.23516 0.32872 4.23386 0.00
F -2.24032 -1.05427 -1.41801 0.00
H -1.17769 3.81832 -1.84005 0.00
N 0.33295 -1.28610 -0.74325 -0.01
H 0.57840 3.18471 -2.84488 0.00
C -0.14529 -3.61873 0.02341 0.00
C 1.70014 0.48107 -3.36497 0.00
F -0.68449 -5.75088 0.78149 0.00
H 1.10392 -0.93055 -4.83283 0.00
H 0.06946 -0.97822 5.45268 0.00
C -2.77511 -3.23489 -0.67743 0.00
C -2.80250 2.45850 -1.18353 0.00
H 2.75966 0.50411 -3.66429 0.00
H 2.57011 0.50803 -0.13713 0.00
H 3.29445 2.15502 -1.87014 0.00
C -1.09601 -4.60846 0.21967 0.00
H 1.98246 0.53393 4.98368 0.00
N -0.76552 -0.75197 3.57063 0.00
H 2.31984 2.12744 1.67074 0.00
H 0.04495 -0.93794 -3.42320 0.00
C 2.20110 2.21339 -1.76629 0.00
H 1.62357 -1.70294 -3.34566 0.00
C 2.39862 -0.04839 -1.06501 0.00
F 1.11616 -3.86192 0.43907 0.00
H -2.29278 2.39610 2.09627 0.00
H -3.28735 2.20210 -2.11539 0.00
C 1.08217 -0.84833 -3.74559 0.00
H -0.54756 3.93023 0.76827 0.00
H 2.16618 -1.67488 0.27165 0.00
H 3.39961 -0.19182 -1.49536 0.00
C -0.46447 -2.38156 -0.55136 0.00
C -1.35680 3.36331 0.32893 -0.01
Ce -0.79066 0.77679 -0.47806 1.01
C -3.17629 2.00695 0.09807 0.00
C 0.19701 -0.49089 4.49640 0.00
C 1.65395 3.27869 -2.69613 0.00
C -1.88221 -1.66734 3.84076 0.00
N 0.38447 0.60478 2.00549 0.00
H 1.20850 1.26781 -3.93529 0.00
C -1.67973 3.29687 -1.04057 0.01
F -4.03961 -2.97799 -1.02593 0.00
H 2.02463 2.50757 -0.72193 0.00
H 2.13018 3.24944 -3.67436 0.00
H -3.14595 -5.23942 0.03684 0.00
H 1.83452 4.26636 -2.27173 0.00
N 1.61869 0.86266 -1.93730 0.00
C 1.29984 0.89279 2.92301 0.00
H -2.82388 -1.13006 3.76929 0.00
C -2.42508 -4.45158 -0.11840 0.00
H 2.12794 -2.19760 -1.38298 0.00
C -0.67477 -0.17690 2.33475 0.00
C -1.82388 -2.26864 -0.88684 0.00
H -1.86291 -2.47845 3.11657 0.00
O -1.56574 -0.38035 1.48718 0.00
C 1.77360 -1.40496 -0.71671 0.00
H 3.01230 1.97319 3.24493 0.00
N 2.29893 1.71419 2.58697 0.00
C -2.28258 2.56528 1.02981 0.00
```

Values from the calculation:
- Charge: +1
- Energy: -56545.98717 eV
- Energy above the lowest of the compared OMol25 structures with the same formula, charge and spin: 0.000 eV
- Kohn-Sham gap (alpha / beta): 7.316 / 7.318 eV
- Lowest unoccupied orbital energy (alpha / beta): -2.89 / -2.88 eV
- Multiplicity: 2
- HOMO (alpha / beta): -10.202 / -10.201 eV
- ⟨S²⟩: 0.751

---

C4H3N3 in the gas phase, computed with ωB97M-V/def2-TZVPD.

XYZ file:
```
10
Properties=species:S:1:pos:R:3:mulliken_charge:R:1
H 0.71143 1.79599 -0.22779 0.26
H -1.55446 1.40814 -0.12153 0.33
C -1.36857 -0.69589 0.07953 -0.44
N -0.33614 -1.61827 0.12487 -0.13
N 2.83758 0.25759 0.22551 -0.52
C 1.68115 0.10154 0.07037 0.36
C 0.84077 -1.58211 -0.01101 -0.04
H -2.39214 -1.03319 0.16150 0.40
C -0.88931 0.54721 -0.08097 -0.02
N 0.46970 0.81900 -0.22047 -0.20
```

Values from the calculation:
- Energy: -8662.56893 eV
- Energy above the lowest of the compared OMol25 structures with the same formula, charge and spin: 3.842 eV
- Kohn-Sham gap: 8.714 eV
- Lowest unoccupied orbital energy: -0.46 eV
- Multiplicity: 1
- HOMO: -9.172 eV

---

C10H12N2O2 in the gas phase, computed with ωB97M-V/def2-TZVPD.

XYZ file:
```
26
Properties=species:S:1:pos:R:3:mulliken_charge:R:1
H -2.60103 -1.70730 1.54547 0.34
H -2.77530 -0.35768 3.57648 0.41
C -0.87922 0.61668 3.31377 -0.44
H 0.74448 -1.70279 -2.53897 0.41
H 2.57528 1.63674 -2.28756 0.22
C -1.94771 -0.23314 2.92115 -0.50
N 0.72731 -0.94999 -0.74059 0.16
C 0.31885 0.57063 2.56036 -0.64
H 0.97997 0.38440 -3.95251 0.34
H 2.22179 -0.95126 -2.20196 0.38
H 1.37001 2.52111 -3.32408 0.39
H 1.14300 1.22923 2.98504 0.28
H -0.32780 0.67459 -2.82642 0.32
O 0.74874 2.39052 -1.42429 -0.59
C -0.64020 -1.24226 -0.42254 0.25
H -0.98199 1.26534 4.21448 0.34
C 1.48954 1.84744 -2.48904 -0.35
C 0.31545 -0.11753 1.32097 0.40
H 2.20447 -0.27394 0.46887 0.27
C 0.72263 0.51318 -2.88824 -0.63
C -0.77403 -0.78768 0.92715 0.63
C -1.90891 -0.88522 1.76664 -0.57
H 0.84621 1.64085 -0.76676 0.37
N 1.21504 0.00030 0.22148 -0.31
O -1.50553 -1.74518 -1.16224 -0.69
C 1.14672 -0.76114 -2.10456 -0.81
```

Values from the calculation:
- Energy: -17638.45409 eV
- Energy above the lowest of the compared OMol25 structures with the same formula, charge and spin: 1.141 eV
- SMILES string: O=c1c2ccccc2[nH]n1CCCO
- Kohn-Sham gap: 9.253 eV
- Lowest unoccupied orbital energy: 0.24 eV
- Multiplicity: 1
- HOMO: -9.011 eV

---

6 unconnected molecules or ions with the total composition C19H27FN2O3, computed with ωB97M-V/def2-TZVPD.

XYZ file:
```
52
Properties=species:S:1:pos:R:3:mulliken_charge:R:1
H 0.76735 -2.25897 -5.90541 0.35
C -3.52129 1.98794 0.81637 -0.55
H -1.63311 2.67976 -2.50239 0.54
H -2.99500 -3.33770 -0.74327 0.29
H -1.69907 -1.73733 5.08590 0.38
H -1.62553 1.64371 1.71214 0.41
C -0.46856 -0.91490 3.49468 -0.24
C -4.19825 2.35765 -0.34278 -0.38
H 0.72191 1.57955 6.10246 0.35
H -0.83739 -1.56354 2.70904 0.46
H 5.18064 0.51344 0.08995 0.21
H 1.67778 -1.73726 -0.05728 0.30
C 5.28474 -0.23449 0.87798 -0.51
H 1.50204 1.67015 3.68433 0.43
H -0.75475 -0.21432 6.78349 0.38
O 2.10919 0.10384 0.78323 -0.62
H -5.27117 2.46670 -0.24172 0.40
H 3.73459 0.35323 1.86007 0.48
H -2.50975 -2.13368 -1.87510 0.14
H -0.51027 -3.62065 -0.55378 0.26
C 0.37015 0.54427 -3.37879 -0.20
C -3.49403 2.66007 -1.48596 0.27
H -4.04354 1.67905 1.71089 0.39
H 0.33432 -0.59391 -0.03799 0.22
C -2.16513 -3.05422 -1.40956 -0.54
O 4.68022 0.25337 2.06494 -0.52
H -0.36089 2.10848 -0.39840 0.41
H 2.44935 1.05697 -3.90561 0.41
C -2.13067 1.90468 0.79053 -0.30
H -1.54276 -0.33801 -3.05221 0.55
C 0.67245 -1.50068 -5.13761 -0.40
H 0.20110 1.33121 -2.65492 0.25
H 1.50731 0.08742 1.55516 0.62
F -4.20196 3.05737 -2.56453 -0.32
C 0.44412 0.85125 5.35259 -0.73
H 2.69666 -0.78646 -5.37868 0.38
C 1.59274 0.40153 -3.98890 -0.50
C -0.47547 -0.11627 5.74314 -0.06
H 1.64592 -0.34473 -1.18442 0.16
C -0.95839 -1.00942 4.78578 -0.78
C -2.12325 2.49810 -1.55546 -0.51
C -1.44358 2.13859 -0.38926 -0.32
N 0.37334 0.05023 3.10329 -0.23
O -0.95193 -2.78614 -0.72629 -0.41
H 6.33608 -0.41661 1.09485 0.26
C 1.41099 -0.68722 -0.18255 -0.54
C -0.62715 -0.39653 -3.62512 -0.13
C 0.79066 0.91829 4.01399 -0.18
H 4.85756 -1.19054 0.56365 0.19
H -2.04561 -3.88337 -2.10877 0.29
N -0.48901 -1.39034 -4.49457 -0.59
C 1.73627 -0.64955 -4.89714 -0.22
```

Values from the calculation:
- Energy: -31979.31163 eV
- Energy above the lowest of the compared OMol25 structures with the same formula, charge and spin: 3.559 eV
- SMILES string: Fc1ccccc1.c1ccncc1.c1ccncc1.CO.CO.CO
- Kohn-Sham gap: 9.928 eV
- Lowest unoccupied orbital energy: 0.56 eV
- Multiplicity: 1
- HOMO: -9.369 eV